# C36H30N6OSSeTi

A molecular structure, C36H30N6OSSeTi at a distorted geometry (ωB97M-V/def2-TZVPD, the OMol25 dataset).

Calculated values
Frontier orbital gap (eV): 6.7
HOMO (eV): -13.1
Total charge: +2
Relative energy (zero: lowest compared OMol25 entry of this formula, charge and spin) (kcal per mole): 18.1
Spin multiplicity: 1
Total energy (Ha): -5442.32600

Each line ends with the Löwdin charge.
Element x y z (Å)
Ti 0.0980 0.5383 -0.1700  1.084
Se 7.1754 -2.7181 0.2163  1.237
N 6.6648 -1.0427 0.1204  -0.215
C 5.3639 -1.0363 -0.0417  -0.336
C 4.5670 0.1616 -0.1725  -0.065
C 5.1285 1.4421 -0.1582  0.051
C 4.2965 2.5305 -0.2746  0.004
C 2.9292 2.3209 -0.4176  -0.087
N 2.3760 1.1135 -0.4646  0.056
C 3.1804 0.0379 -0.3293  -0.136
C 2.5472 -1.2730 -0.3836  -0.116
N 1.2051 -1.3120 -0.5759  0.043
C 0.6347 -2.5067 -0.7506  -0.067
C 1.3287 -3.7055 -0.6803  0.015
C 2.6795 -3.6801 -0.4207  0.059
C 3.3132 -2.4415 -0.2888  -0.063
C 4.7411 -2.3268 -0.0931  -0.335
N 5.5507 -3.3509 0.0274  -0.216
H 6.2009 1.5431 -0.0540  0.135
H 4.6879 3.5378 -0.2663  0.127
H 2.2608 3.1668 -0.5055  0.115
H -0.4224 -2.5143 -0.9644  0.099
H 0.8009 -4.6366 -0.8277  0.129
H 3.2730 -4.5811 -0.3374  0.136
C -4.2997 -4.7147 2.0175  -0.052
C -3.7107 -4.6137 0.7634  -0.054
C -2.9278 -3.5186 0.4446  -0.047
C -2.7092 -2.5087 1.3859  -0.222
C -3.2807 -2.6401 2.6560  -0.030
C -4.0856 -3.7228 2.9635  -0.056
C -1.8211 -1.3629 1.1537  -0.053
C -1.5246 -0.6538 0.0408  -0.252
C -2.1483 -0.7145 -1.2969  -0.263
C -1.3778 -0.2582 -2.3786  -0.089
C -1.8560 -0.2799 -3.6756  -0.045
C -3.1389 -0.7499 -3.9142  -0.048
C -3.9403 -1.1533 -2.8536  -0.036
C -3.4574 -1.1273 -1.5553  -0.020
H -4.9156 -5.5702 2.2599  0.116
H -3.8641 -5.3935 0.0291  0.115
H -2.4772 -3.4562 -0.5377  0.107
H -3.0961 -1.8785 3.4056  0.115
H -4.5322 -3.7993 3.9458  0.115
H -1.2887 -1.0644 2.0578  0.104
H -0.3508 0.0988 -2.1954  0.066
H -1.2461 0.0696 -4.4980  0.119
H -3.5155 -0.7936 -4.9269  0.118
H -4.9495 -1.4968 -3.0384  0.120
H -4.0963 -1.4282 -0.7376  0.122
C 1.6031 0.4286 3.4426  -0.018
C 0.7683 1.4497 2.6801  -0.418
C -0.4680 1.8549 3.4733  -0.023
O 0.4160 0.8959 1.4110  -0.235
H 2.0137 0.8839 4.3414  0.099
H 2.4226 0.0635 2.8215  0.080
H 0.9792 -0.4166 3.7392  0.094
H 1.3792 2.3362 2.4793  0.150
H -1.1500 1.0065 3.5424  0.083
H -0.9815 2.6964 3.0139  0.070
H -0.1719 2.1449 4.4799  0.101
N -2.8271 1.9509 1.0525  0.168
C -2.0428 2.6775 0.2690  -0.634
N -1.0730 2.2078 -0.5180  -0.019
C -0.5173 3.2486 -1.2876  -0.300
C 0.3986 3.1058 -2.3249  -0.055
C 0.8576 4.2388 -2.9779  -0.056
C 0.4033 5.5057 -2.6244  -0.051
C -0.5492 5.6582 -1.6305  -0.055
C -1.0061 4.5210 -0.9858  -0.444
S -2.2557 4.4045 0.2282  1.173
H -2.7458 0.9426 1.0417  0.089
H -3.5751 2.3929 1.5584  0.128
H 0.7419 2.1245 -2.6362  0.104
H 1.5737 4.1326 -3.7818  0.120
H 0.7777 6.3774 -3.1428  0.121
H -0.9421 6.6310 -1.3669  0.124

# C36H30N7NaOS5

A molecular structure, C36H30N7NaOS5 (ωB97M-V/def2-TZVPD, the OMol25 dataset).

Calculated values
Frontier orbital gap (eV): 5.6
HOMO (eV): -2.0
Total charge: -2
Relative energy (zero: lowest compared OMol25 entry of this formula, charge and spin) (kcal per mole): 2.7
Spin multiplicity: 1
Total energy (Ha): -4001.75428

Each line ends with the Löwdin charge.
Element x y z (Å)
Na 0.9845 -0.5828 0.7334  0.201
C 5.5766 0.2282 0.0895  -0.050
C 4.0768 0.3917 0.2367  -0.252
N 3.2889 -0.6308 0.1763  0.042
N 3.9291 -1.8286 -0.1468  -0.100
C 3.4033 -2.8994 0.3157  -1.170
S 2.1030 -3.2281 1.3954  0.446
S 4.1933 -4.4094 -0.2421  0.806
C 5.3154 -3.8182 -1.5261  -0.471
C 4.6777 -3.2118 -2.7511  -0.290
C 5.3451 -2.2077 -3.4433  -0.056
C 4.8024 -1.6480 -4.5871  -0.100
C 3.5762 -2.0866 -5.0606  -0.113
C 2.9018 -3.0853 -4.3764  -0.093
C 3.4468 -3.6436 -3.2317  -0.058
C 3.5882 1.7747 0.4479  -0.100
C 4.5413 2.7799 0.6691  -0.095
C 4.2306 4.1098 0.8671  -0.153
C 2.8871 4.4854 0.8410  -0.142
C 1.9131 3.5530 0.6202  -0.040
C 2.1940 2.1624 0.4081  -0.394
O 1.2340 1.3680 0.1873  -0.130
H 5.8262 -0.8055 -0.1208  0.043
H 6.0820 0.5324 1.0082  0.074
H 5.9532 0.8636 -0.7137  0.078
H 5.8770 -4.7107 -1.8254  0.070
H 6.0283 -3.1085 -1.1046  0.061
H 6.2880 -1.8384 -3.0573  0.107
H 5.3276 -0.8499 -5.0962  0.093
H 3.1363 -1.6350 -5.9405  0.090
H 1.9316 -3.4178 -4.7226  0.095
H 2.9033 -4.3943 -2.6731  0.092
H 5.5875 2.5121 0.6941  0.078
H 5.0140 4.8371 1.0370  0.072
H 2.6071 5.5234 0.9975  0.087
H 0.8663 3.8250 0.5942  0.101
S -5.6249 5.8970 0.5142  0.491
C -5.0969 4.3000 0.5548  -1.089
S -4.2644 3.6852 1.9455  0.925
C -4.0906 2.1208 1.1960  -1.214
N -4.6096 2.0793 0.0026  -0.016
N -5.1709 3.3036 -0.3496  -0.147
C -5.7667 3.3208 -1.6385  -0.180
C -6.6272 4.3368 -2.0477  -0.056
C -7.1854 4.2940 -3.3158  -0.102
C -6.9003 3.2573 -4.1878  -0.121
C -6.0422 2.2492 -3.7732  -0.100
C -5.4772 2.2705 -2.5116  -0.020
S -3.3436 0.8376 2.0301  0.442
H -6.8492 5.1499 -1.3777  0.006
H -7.8517 5.0930 -3.6149  0.094
H -7.3373 3.2332 -5.1779  0.088
H -5.7996 1.4306 -4.4385  0.095
H -4.8118 1.4880 -2.1887  0.100
C -4.7350 -4.1885 0.4904  -0.055
C -3.4595 -3.4000 0.5276  -0.276
C -2.8844 -2.9993 1.7225  -0.031
C -1.7169 -2.2511 1.6973  -0.164
N -1.1004 -1.8938 0.5815  0.056
C -1.6454 -2.2832 -0.5640  -0.119
C -2.8088 -3.0277 -0.6432  -0.031
H -5.1183 -4.3617 1.4949  0.070
H -4.5828 -5.1572 0.0114  0.076
H -5.5004 -3.6562 -0.0762  0.081
H -3.3463 -3.2410 2.6700  0.108
H -1.2632 -1.9168 2.6216  0.100
H -1.1310 -1.9773 -1.4675  0.113
H -3.2065 -3.3026 -1.6118  0.106
N -0.6615 0.3964 8.2794  0.139
C -0.3439 0.2844 7.1796  -0.187
C 0.0689 0.1348 5.8143  -0.233
C -0.4913 0.9274 4.8175  0.003
C -0.0407 0.7361 3.5168  -0.118
N 0.8743 -0.1705 3.1998  0.086
C 1.3946 -0.9344 4.1529  -0.125
C 1.0337 -0.8169 5.4848  -0.011
H -1.2573 1.6581 5.0284  0.117
H -0.4527 1.3152 2.7003  0.088
H 2.1092 -1.6755 3.8122  0.067
H 1.4772 -1.4513 6.2385  0.112

# C36H31Br2IN3P2Sr

A molecular structure, C36H31Br2IN3P2Sr (ωB97M-V/def2-TZVPD, the OMol25 dataset).

Calculated values
Frontier orbital gap (eV): 7.1
HOMO (eV): -10.1
Total charge: +1
Relative energy (zero: lowest compared OMol25 entry of this formula, charge and spin) (kcal per mole): 0.0
Spin multiplicity: 1
Total energy (Ha): -7713.75450

Each line ends with the Löwdin charge.
Element x y z (Å)
Sr -0.9349 -1.9304 -0.9493  1.018
C 2.4745 2.1822 -0.3649  -0.117
N 1.4224 1.2187 -0.0386  -0.546
P 1.7390 -0.4463 0.2046  0.934
C 3.1508 -0.8452 -0.8681  -0.365
C 4.4560 -0.4418 -0.5846  -0.087
C 5.4935 -0.7714 -1.4412  -0.061
C 5.2405 -1.5169 -2.5857  -0.063
C 3.9515 -1.9440 -2.8673  -0.062
C 2.9138 -1.6128 -2.0084  -0.118
C 2.4593 -0.5283 1.8713  -0.387
C 3.0499 -1.7239 2.2842  -0.101
C 3.5026 -1.8633 3.5865  -0.065
C 3.3703 -0.8117 4.4860  -0.073
C 2.7842 0.3781 4.0798  -0.079
C 2.3225 0.5189 2.7769  -0.102
P -0.2666 1.5112 -0.0268  0.995
C -0.4094 3.3156 -0.1013  -0.390
C -0.5750 3.9832 1.1128  -0.103
C -0.6719 5.3658 1.1437  -0.070
C -0.6218 6.0873 -0.0408  -0.067
C -0.4709 5.4302 -1.2547  -0.066
C -0.3614 4.0485 -1.2863  -0.087
C -0.7949 0.9734 -1.7068  -0.449
C 0.1002 0.4496 -2.6420  -0.142
C -0.3608 -0.2586 -3.7479  -0.078
C -1.7259 -0.4269 -3.9471  -0.074
C -2.6294 0.1363 -3.0505  -0.091
C -2.1661 0.8151 -1.9311  -0.138
H 3.2980 2.0879 0.3441  0.077
H 2.0830 3.1948 -0.2903  0.073
H 2.8709 2.0331 -1.3726  0.084
H 4.6651 0.1169 0.3196  0.108
H 6.5023 -0.4543 -1.2125  0.111
H 6.0541 -1.7785 -3.2493  0.111
H 3.7571 -2.5494 -3.7427  0.111
H 1.9166 -1.9868 -2.2202  0.059
H 3.1559 -2.5452 1.5831  0.096
H 3.9626 -2.7910 3.9004  0.111
H 3.7291 -0.9201 5.5009  0.108
H 2.6894 1.2015 4.7762  0.108
H 1.8598 1.4467 2.4613  0.095
H -0.6337 3.4129 2.0336  0.096
H -0.7971 5.8801 2.0872  0.109
H -0.7070 7.1657 -0.0206  0.111
H -0.4363 5.9958 -2.1764  0.110
H -0.2381 3.5392 -2.2347  0.108
H 1.1660 0.5678 -2.4887  0.094
H 0.3451 -0.6829 -4.4501  0.122
H -2.0814 -0.9860 -4.8023  0.118
H -3.6939 0.0264 -3.2136  0.114
H -2.8740 1.2037 -1.2053  0.117
Br -8.1144 -2.0906 0.4214  0.829
C -6.2781 -2.0497 0.0461  -0.668
C -5.8040 -2.4933 -1.1770  -0.080
C -4.4385 -2.4422 -1.3880  -0.117
N -3.5663 -1.9927 -0.4863  0.017
C -4.0344 -1.5731 0.6956  -0.207
C -5.3879 -1.5873 1.0014  -0.043
C -3.0241 -1.1325 1.7020  -0.221
C -3.3517 -0.2675 2.7351  -0.049
C -2.3710 0.0432 3.6652  -0.668
Br -2.7545 1.2431 5.0585  0.811
C -1.1177 -0.5303 3.5661  -0.080
C -0.8809 -1.3630 2.4852  -0.136
N -1.7946 -1.6394 1.5578  0.016
H -6.4699 -2.8736 -1.9373  0.114
H -4.0247 -2.7827 -2.3314  0.122
H -5.7457 -1.2757 1.9713  0.112
H -4.3345 0.1734 2.8130  0.111
H -0.3374 -0.3304 4.2861  0.109
H 0.0917 -1.8234 2.3572  0.092
I 0.7658 -4.5424 -0.1716  0.582
C -0.1154 -4.0564 -2.1530  -0.759
H -0.7082 -4.9535 -2.3449  -0.099
H 0.7611 -4.1309 -2.8025  -0.100

What is the HOMO in the second record? -2.0 eV